The following is a DFT calculation (the ωB97M-V functional and the def2-TZVPD basis) of one molecule with the formula C16H24N4O2S2.

```
48
Properties=species:S:1:pos:R:3:forces:R:3
C -0.80533 -4.33124 -0.55420 -1.5439 -0.6400 -0.2795
C -1.90878 -3.46673 0.15954 0.3072 0.6153 -0.8335
C -3.26807 -3.48769 -0.58197 -0.1496 -0.1502 0.2235
C -2.04947 -3.95227 1.61395 -1.0523 -0.8601 -0.0492
C -3.32693 -3.60615 2.44346 0.2588 -0.3442 0.0762
C -3.56572 -2.11527 2.68811 -1.2166 0.3969 -0.3682
N -2.57594 -1.28650 3.06086 2.1482 0.1078 -0.0214
O -4.64796 -1.56646 2.58509 -1.2301 -0.9701 -0.4893
C -1.28969 -2.06961 0.04918 -0.3856 0.2132 0.1430
N -0.51664 -1.53560 0.94635 0.3568 -0.5149 -0.7697
C 0.06292 -0.40476 0.42342 -0.0798 -0.3730 2.1116
S 0.98748 0.80994 1.24852 -0.4653 0.2676 -1.2741
C 0.71316 1.82420 -0.18264 -0.3614 -0.4194 -1.7055
C 1.30004 3.22260 -0.26904 -0.1717 1.3100 -0.8724
C 0.13253 4.22331 0.06314 0.2135 -1.5533 -0.3974
C 2.45967 3.48500 0.70365 -0.3028 -0.6439 0.3335
C 1.79446 3.54114 -1.74692 0.8713 -0.2742 0.3435
C 2.97017 2.66823 -2.28263 0.3196 1.0418 -0.0006
C 4.39750 3.27449 -2.08283 0.6010 1.0486 0.6287
N 5.47627 2.46099 -2.29403 -0.6354 -1.0562 -0.5291
O 4.63982 4.42528 -1.73633 -1.0960 -0.4158 -0.0718
N -0.00681 1.28900 -1.19601 1.4964 0.1045 2.6627
C -0.34780 0.00844 -0.77933 -0.3552 1.3708 -1.5711
S -1.46486 -1.11428 -1.45370 0.0986 -0.5021 0.6479
H -0.65250 -4.02728 -1.59979 0.0757 0.1304 0.4247
H 0.10600 -4.31185 0.00753 0.6276 0.2686 0.2251
H -1.12075 -5.38330 -0.58689 -0.0866 0.1478 0.0340
H -3.96011 -2.73162 -0.15549 0.3708 -0.4670 -0.1350
H -3.73968 -4.48650 -0.48029 0.2491 0.5073 -0.1102
H -3.17354 -3.26024 -1.65512 0.1131 -0.1704 0.3022
H -1.18985 -3.64674 2.16387 0.8379 0.1347 0.4114
H -2.04044 -5.06520 1.56258 0.1451 0.6375 0.0737
H -3.20151 -4.07182 3.45299 -0.0189 0.2801 -0.7135
H -4.22051 -4.10297 1.99039 0.5658 0.8587 0.4015
H -1.60780 -1.54864 2.87168 -0.4202 0.1898 0.0599
H -2.82063 -0.32739 2.81153 0.2571 -0.4001 0.4348
H -0.65691 4.11105 -0.68129 0.0536 0.2105 -0.0350
H -0.30156 3.98321 1.02617 -0.0402 -0.0810 0.3024
H 0.50858 5.21698 0.10449 0.2737 0.9031 -0.1473
H 2.92663 4.45756 0.55395 -0.1339 -0.0396 -0.2434
H 3.21249 2.71123 0.57114 0.3052 0.0241 0.0395
H 2.13525 3.44043 1.75435 -0.0500 -0.0419 -0.2337
H 2.15945 4.56861 -1.82452 -0.1628 0.1019 0.4728
H 0.98357 3.47738 -2.45489 -0.4586 -0.2742 0.0025
H 2.91553 1.69039 -1.84514 0.1876 -0.7001 0.1763
H 2.86245 2.54745 -3.36824 -0.0463 -0.0524 0.1580
H 6.41787 2.85542 -2.22462 -0.8266 -0.2271 -0.2031
H 5.29792 1.60776 -2.82006 0.5561 0.3005 0.3646
```
Positions in Å, forces in eV/Å.

The HOMO energy comes out at -8.8 eV. The net charge is 0. For the orbital gap, the calculation gives 0.340 hartree. As for the LUMO energy: 0.0156 Ha. Its energy above the lowest of the compared OMol25 structures with the same formula, charge and spin is 0.00 kcal/mol. Its SMILES is CC(C)(CCC(N)=O)c1nc2sc(C(C)(C)CCC(N)=O)nc2s1.